Computed, not measured: C3HF3N2S2 in the gas phase at a distorted geometry, with ωB97M-V with the def2-TZVPD basis set.

Geometry as XYZ:
```
11
Properties=species:S:1:pos:R:3:forces:R:3:mulliken_charge:R:1
S 0.5219 -3.4246 0.1961 0.4 -1.5 -0.2 -0.298
F 0.9098 1.8892 -1.5048 0.0 0.0 -0.2 -0.280
S 1.5134 -0.6590 -0.3471 -1.0 -0.4 -0.4 0.147
F -0.3871 2.4496 0.1039 -1.8 0.2 0.2 -0.260
C 0.2369 -1.8580 -0.1957 2.3 -0.5 0.4 0.211
N 0.7568 0.5417 0.3162 -0.9 -0.7 0.8 -0.449
C 0.7171 1.7944 -0.1631 2.0 1.3 -0.4 0.848
C -2.0546 -1.0786 0.3701 7.7 -2.4 -2.2 -0.129
F 1.6802 2.5684 0.4236 0.5 0.2 -0.2 -0.288
N -0.9682 -1.4348 0.1293 -4.5 2.2 0.5 -0.020
H -2.9262 -0.7884 0.6714 -4.8 1.6 1.6 0.517
```
Positions in Å, forces in eV/Å.

* 2S+1: 1
* highest occupied orbital energy (alpha / beta): -8.07 / -8.71 eV
* strongest force on any atom: 8.31 eV Å⁻¹
* HOMO-LUMO gap (alpha / beta): 6.009 / 6.931 eV

Computed, not measured: a molecular structure, C3HF3O at a distorted geometry, with ωB97M-V with the def2-TZVPD basis set.

Geometry as XYZ:
```
8
Properties=species:S:1:pos:R:3:forces:R:3:mulliken_charge:R:1
F 0.7550 1.1846 -1.4752 -0.2 0.0 -0.2 -0.192
F -0.8049 1.7631 -0.0908 -0.1 -0.2 -0.2 -0.188
C -0.4056 0.8480 -0.9517 1.0 -3.0 2.8 0.750
H 1.5790 -1.6303 1.5007 0.6 0.3 0.4 0.339
C -0.1074 -0.8612 0.1346 -0.4 3.1 -3.5 -0.374
F -1.3066 0.6238 -1.8687 0.1 0.0 0.1 -0.181
O -0.4497 -0.8287 1.6396 -0.5 0.3 1.5 -0.336
C 0.7403 -1.0993 1.1115 -0.6 -0.5 -0.8 0.182
```
Positions in Å, forces in eV/Å.

* 2S+1: 1
* highest occupied orbital energy (alpha / beta): -8.54 / -8.60 eV
* strongest force on any atom: 4.71 eV Å⁻¹
* HOMO-LUMO gap (alpha / beta): 7.944 / 7.966 eV

Computed, not measured: a molecular structure, C3HI3 at a distorted geometry, with ωB97M-V with the def2-TZVPD basis set.

Geometry as XYZ:
```
7
Properties=species:S:1:pos:R:3:forces:R:3:mulliken_charge:R:1
I 3.0950 -1.9327 -0.9301 0.3 -0.3 -0.3 -0.201
I 1.7376 -0.5434 1.3818 -0.4 0.2 0.3 0.308
I 1.0243 2.1729 -0.7651 -0.2 -0.6 0.5 0.139
C -0.9593 0.1518 0.2025 0.2 0.0 0.1 -0.148
H -3.1200 -0.3068 -0.2639 -0.6 -0.1 -0.1 0.435
C 0.3433 0.5405 0.4121 0.3 0.9 -0.6 -0.985
C -2.1208 -0.0824 -0.0374 0.4 0.0 0.1 0.453
```
Positions in Å, forces in eV/Å.

* 2S+1: 1
* highest occupied orbital energy (alpha / beta): -8.59 / -8.51 eV
* strongest force on any atom: 1.10 eV Å⁻¹
* HOMO-LUMO gap (alpha / beta): 6.858 / 6.418 eV

Computed, not measured: 2 unconnected molecules or ions with the total composition C3HIN2 at a distorted geometry, with ωB97M-V with the def2-TZVPD basis set.

Geometry as XYZ:
```
7
Properties=species:S:1:pos:R:3:forces:R:3:mulliken_charge:R:1
I 1.0033 -0.8440 -3.0360 -0.4 0.3 1.0 -0.060
N 2.0372 0.1107 1.4268 0.9 -0.1 0.5 -0.257
C -0.1802 0.3708 0.1797 2.5 0.3 -3.5 -0.457
H -0.1028 0.8290 -0.9138 -0.4 -0.6 2.4 0.352
C 1.0406 0.1796 0.8655 -1.2 0.4 -0.6 0.323
N -2.4478 -0.4601 0.8615 0.2 -0.3 0.2 -0.270
C -1.3502 -0.1861 0.6163 -1.7 0.0 0.0 0.369
```
Positions in Å, forces in eV/Å.

* 2S+1: 1
* highest occupied orbital energy (alpha / beta): -9.26 / -9.25 eV
* strongest force on any atom: 4.35 eV Å⁻¹
* HOMO-LUMO gap (alpha / beta): 4.242 / 4.223 eV

Computed, not measured: 2 unconnected molecules or ions with the total composition C3HINOS2 at a distorted geometry, with ωB97M-V with the def2-TZVPD basis set.

Geometry as XYZ:
```
9
Properties=species:S:1:pos:R:3:forces:R:3:mulliken_charge:R:1
C 0.4463 1.1612 0.1479 0.4 0.0 0.1 0.465
S -0.7754 -2.6573 0.8609 -0.3 -0.4 0.4 -0.336
I -2.6220 0.7221 0.7704 0.5 0.2 -0.2 -0.280
S -0.0812 1.7052 -1.4755 0.6 1.4 -1.0 -0.312
H 2.1151 1.7449 0.9789 -0.7 0.0 -0.3 0.235
C -0.5930 0.4325 -0.3488 -2.7 -1.8 0.3 -0.442
C -0.1452 -2.2579 -0.5055 0.2 0.5 0.1 0.622
N 1.2794 1.1541 1.0680 1.6 0.6 1.2 -0.654
O 0.3761 -2.0046 -1.4963 0.3 -0.5 -0.6 -0.297
```
Positions in Å, forces in eV/Å.

* 2S+1: 1
* highest occupied orbital energy: -3.06 eV
* strongest force on any atom: 3.22 eV Å⁻¹
* charge: -1
* HOMO-LUMO gap: 6.170 eV

Computed, not measured: a molecular structure, C3HIS3 at a distorted geometry, with ωB97M-V with the def2-TZVPD basis set.

Geometry as XYZ:
```
8
Properties=species:S:1:pos:R:3:forces:R:3:mulliken_charge:R:1
H 1.2119 1.6868 -1.4539 0.2 0.1 -0.4 0.293
S -0.7763 -0.6361 1.2504 0.4 -0.3 0.1 0.049
C -1.0677 0.8664 0.5559 1.1 0.6 -1.5 -0.225
S 0.8582 -0.5997 -1.3533 -0.3 0.0 0.3 0.058
C 0.0375 -1.5238 -0.0381 0.1 -0.6 -0.1 0.202
I -1.3140 2.4459 1.8697 -0.1 -0.1 0.3 0.113
S 0.1174 -3.1460 -0.0714 -0.1 0.4 0.1 -0.167
C 0.9330 0.9064 -0.7594 -1.3 0.0 1.2 -0.323
```
Positions in Å, forces in eV/Å.

* 2S+1: 1
* highest occupied orbital energy (alpha / beta): -7.84 / -7.84 eV
* strongest force on any atom: 1.91 eV Å⁻¹
* HOMO-LUMO gap (alpha / beta): 6.435 / 6.435 eV

Computed, not measured: a molecular structure, C3HLaO3 at a distorted geometry, with ωB97M-V with the def2-TZVPD basis set.

Geometry as XYZ:
```
8
Properties=species:S:1:pos:R:3:forces:R:3:mulliken_spin:R:1
La 1.8783 1.0384 0.2411 -2.6 -0.9 1.6 0.780
H -2.0399 -0.4724 1.9666 0.3 0.1 -0.3 0.000
O -0.2369 0.2954 1.1760 3.6 1.2 -1.5 -0.008
C 3.5612 -0.3169 -1.3029 0.1 -2.8 -5.6 0.136
O 3.7112 -0.8796 -2.3354 -0.3 2.7 5.4 0.094
C -2.3101 0.1420 0.0408 -0.8 -0.1 -0.9 0.002
C -1.5198 -0.0713 1.0865 -1.4 -0.2 0.2 -0.003
O -3.0440 0.2645 -0.8726 1.1 -0.1 1.1 -0.001
```
Positions in Å, forces in eV/Å.

* 2S+1: 2
* expectation value of S²: 0.752
* highest occupied orbital energy (alpha / beta): -10.78 / -10.79 eV
* strongest force on any atom: 6.21 eV Å⁻¹
* charge: +1
* HOMO-LUMO gap (alpha / beta): 5.174 / 5.103 eV

Computed, not measured: a molecular structure, C3HLiO2 at a distorted geometry, with ωB97M-V with the def2-TZVPD basis set.

Geometry as XYZ:
```
7
Properties=species:S:1:pos:R:3:forces:R:3:mulliken_charge:R:1
C 1.3904 0.1944 -0.0469 -0.3 0.7 -0.8 -0.500
C -1.8779 -0.1061 -0.3142 5.8 -7.1 4.1 0.456
O -1.1737 -1.1925 0.3120 -4.9 6.0 -3.5 -0.304
Li 0.3786 1.6984 -0.9655 0.0 -0.2 0.2 0.916
O -1.5906 0.8960 -0.8261 -0.5 1.1 -0.5 -0.388
C 1.0655 -0.9095 0.4495 1.3 0.3 1.9 -0.401
H 1.8078 -0.5807 1.3913 -1.4 -0.8 -1.4 0.221
```
Positions in Å, forces in eV/Å.

* 2S+1: 1
* highest occupied orbital energy (alpha / beta): -8.96 / -8.96 eV
* strongest force on any atom: 10.05 eV Å⁻¹
* HOMO-LUMO gap (alpha / beta): 7.536 / 7.535 eV

Computed, not measured: C3HN3O in the gas phase at a distorted geometry, with ωB97M-V with the def2-TZVPD basis set.

Geometry as XYZ:
```
8
Properties=species:S:1:pos:R:3:forces:R:3:mulliken_charge:R:1
N 2.2573 0.6655 -0.0348 -0.6 3.2 -0.7 -0.185
N 0.9137 1.1242 -0.0369 0.5 -1.6 1.7 -0.222
C -1.0769 -0.0744 -0.1891 -7.3 -0.2 1.3 -0.272
C 0.2367 0.0274 0.1430 4.1 -0.4 -2.9 0.479
N 2.3192 -0.5320 -0.1000 1.5 -2.8 0.5 0.074
C -2.3174 0.0083 -0.0843 1.0 -0.9 1.1 -0.071
O 1.1166 -1.1274 -0.0026 -2.4 2.3 0.6 -0.116
H -3.4491 -0.0917 0.3046 3.3 0.4 -1.6 0.314
```
Positions in Å, forces in eV/Å.

* 2S+1: 1
* highest occupied orbital energy: -10.74 eV
* strongest force on any atom: 7.46 eV Å⁻¹
* SMILES string: C#Cc1nnno1
* HOMO-LUMO gap: 9.929 eV

Computed, not measured: 2 unconnected molecules or ions with the total composition C3HN3O at a distorted geometry, with ωB97M-V with the def2-TZVPD basis set.

Geometry as XYZ:
```
8
Properties=species:S:1:pos:R:3:forces:R:3:mulliken_charge:R:1
N 3.6870 -0.2670 -0.8572 -0.5 -0.4 1.3 -0.250
H 0.1416 -0.5607 -0.3307 -0.7 0.3 0.4 0.306
C -0.7942 0.9823 0.8249 -0.4 0.7 0.5 -0.150
N 2.8430 0.0894 2.7208 1.1 0.9 0.7 -0.334
C 2.8833 -0.4333 1.6097 -0.8 -0.3 -1.4 0.793
C 3.3515 -0.4249 0.2399 0.5 0.6 -0.1 0.119
N -0.4484 0.0697 0.2019 1.1 -1.0 -0.9 -0.155
O 1.8023 -0.9999 2.1677 -0.3 -0.8 -0.4 -0.329
```
Positions in Å, forces in eV/Å.

* 2S+1: 1
* highest occupied orbital energy: -10.98 eV
* strongest force on any atom: 1.70 eV Å⁻¹
* HOMO-LUMO gap: 9.786 eV

Computed, not measured: C3HN3O2 in the gas phase at a distorted geometry, with ωB97M-V with the def2-TZVPD basis set.

Geometry as XYZ:
```
9
Properties=species:S:1:pos:R:3:forces:R:3:mulliken_spin:R:1
N 0.4646 0.9696 -0.8768 3.2 7.0 -2.6 0.279
O 1.3469 0.6911 -1.6247 0.3 -1.0 -1.0 0.312
C -1.4359 -0.5445 0.0810 3.1 -0.2 0.1 -0.064
H 0.5585 -1.1973 -0.6545 -0.9 1.9 1.9 -0.010
C 0.0751 -0.4474 0.1310 -4.1 -8.0 1.8 0.630
N 1.1221 -0.2167 2.4298 0.5 0.1 1.0 0.328
C 0.6214 -0.4179 1.4093 -0.4 0.4 -1.3 -0.053
O -0.2023 1.9629 -0.8476 -1.3 -0.4 0.1 0.409
N -2.5505 -0.7999 -0.0476 -0.4 0.2 0.0 0.169
```
Positions in Å, forces in eV/Å.

* 2S+1: 3
* expectation value of S²: 2.021
* highest occupied orbital energy (alpha / beta): -7.80 / -12.59 eV
* strongest force on any atom: 9.17 eV Å⁻¹
* HOMO-LUMO gap (alpha / beta): 6.462 / 7.208 eV

Computed, not measured: C3HNO in the gas phase at a distorted geometry, with ωB97M-V with the def2-TZVPD basis set.

Geometry as XYZ:
```
6
Properties=species:S:1:pos:R:3:forces:R:3:mulliken_charge:R:1
O 0.0292 1.0667 0.0000 -0.8 1.4 0.0 -0.157
H -1.8041 0.0636 0.0000 -0.4 0.1 0.0 0.407
N -0.0273 -1.1056 0.0000 -0.2 -2.3 0.0 -0.453
C -0.7391 -0.0144 0.0000 0.2 0.0 0.0 0.138
C 1.2011 -0.6993 0.0000 -0.6 -1.7 0.0 0.377
C 1.3401 0.6890 0.0000 1.8 2.4 0.0 -0.312
```
Positions in Å, forces in eV/Å.

* 2S+1: 1
* highest occupied orbital energy (alpha / beta): -9.62 / -9.43 eV
* strongest force on any atom: 2.99 eV Å⁻¹
* SMILES string: c1ncoc#1
* HOMO-LUMO gap (alpha / beta): 7.993 / 6.400 eV

The records above yield ΔE to the lowest compared entry with this formula, charge and spin values of 0.601, 5.465, 0.000, 2.795, 2.274, 5.131, 0.000, 4.239, 3.613, 4.247, 3.222, 5.289 eV, respectively.
The records above yield total energy values of -1320.2484, -489.5364, -1007.8527, -521.9626, -1338.9701, -1606.9540, -371.8451, -272.7080, -354.2342, -354.2109, -429.3391, -244.6667 a.u., respectively.